Molecular formula: C6H14BO8P
Method: DFT, ωB97M-V/def2-TZVPD

```
30
Properties=species:S:1:pos:R:3:forces:R:3:nbo_charge:R:1
C 4.1544 -1.3867 -0.3907 -0.744 0.613 -0.437 -0.63
C 2.9437 -0.4284 -0.2933 -0.227 -1.690 -0.523 -0.07
O 3.1202 0.7201 -1.1406 -0.558 0.272 1.493 -0.69
B 2.2316 1.7429 -0.8948 0.212 0.888 -0.789 1.17
O 2.6713 3.0337 -1.1340 -0.100 -0.423 -0.624 -0.91
C 0.7652 1.5071 -0.3096 0.413 -0.788 0.639 -0.27
C -0.2279 0.5606 -1.0203 -0.568 0.816 0.689 -0.38
C -1.3105 0.5970 0.1149 0.469 0.244 -0.825 -0.75
P -2.8897 -0.2797 -0.1916 -0.760 -1.050 0.194 2.35
O -2.7417 -1.3220 -1.2106 0.677 0.024 -0.555 -1.11
O -3.3052 -0.9565 1.2123 0.149 0.929 -0.238 -0.99
O -4.1220 0.7016 -0.5329 1.129 -0.084 0.448 -0.95
C -1.3073 2.1415 0.3356 2.264 -1.861 -0.480 0.80
O -2.1603 2.8224 0.7255 -2.219 1.619 0.918 -0.52
O -0.0828 2.6475 -0.0538 -0.242 -0.267 -0.083 -0.49
H 5.0623 -0.7744 -0.4356 -0.031 -0.447 0.065 0.22
H 4.0067 -1.9690 -1.3109 0.515 0.232 0.145 0.21
H 4.1691 -2.1087 0.4343 0.063 0.376 -0.042 0.22
H 2.0841 -0.9938 -0.6935 0.112 0.190 0.362 0.17
H 2.7078 -0.1892 0.7530 0.286 0.368 -0.291 0.17
H 2.3880 3.3788 -1.9910 0.007 0.246 0.370 0.51
H 0.9617 1.1457 0.7286 0.117 -0.392 -0.523 0.19
H 0.0938 -0.4310 -1.3361 -0.057 0.249 0.033 0.24
H -0.6205 1.1995 -1.8280 0.252 -0.771 -0.317 0.21
H -0.8001 0.0301 0.9098 -0.565 0.440 0.286 0.27
H -2.8849 -1.8318 1.2734 -0.220 0.082 0.003 0.53
H -3.9948 0.9304 -1.4692 -0.382 0.057 0.172 0.51
O -3.3010 -3.4223 3.0564 -0.158 0.116 0.004 -0.95
H -3.5418 -4.2185 3.5416 0.099 -0.005 -0.085 0.48
H -4.0696 -2.8470 3.1510 0.064 0.018 -0.007 0.48
```
Positions in Å, forces in eV/Å.

Results
* structure (SMILES): CCOB(O)[C@@H]1C[C@H](P(=O)(O)O)C(=O)O1.O
* spin multiplicity: 1
* F_max: 2.97 eV Å⁻¹
* gap between HOMO and LUMO: 10.79 eV
* electronic energy: -32798.401 eV
* charge: 0